No. 1
Here is a molecular structure, C32H32AsEuOP from OMol25. Energies are from wB97M-V/def2-TZVPD.

Structure (XYZ):
```
68
Properties=species:S:1:pos:R:3:forces:R:3:mulliken_spin:R:1
Eu -1.227319 -0.641070 3.860412 0.00 -1.42 -0.55 6.9866
C -3.801312 0.039859 5.210158 -0.60 0.69 -0.82 -0.0006
C -3.840194 -1.349218 5.281654 2.92 -0.34 1.83 0.0010
C -2.797595 -2.055839 6.012056 -1.01 1.65 -0.94 0.0022
C -1.785804 -1.295473 6.621636 0.09 0.03 0.72 -0.0054
C -1.700210 0.115104 6.458623 -2.50 0.12 0.46 0.0038
C -2.769575 0.808442 5.761047 1.33 -1.52 0.80 0.0060
H -4.623795 0.558448 4.679071 0.54 -0.34 0.45 0.0007
H -4.641449 -1.884910 4.885629 -1.19 -0.78 -0.69 0.0015
H -2.820559 -3.135247 6.129840 -0.13 0.18 0.02 0.0010
H -1.137135 -1.815853 7.365951 -0.24 0.59 -0.94 0.0010
H -1.067040 0.681602 7.126514 0.47 0.05 -0.35 0.0003
H -2.798867 1.888864 5.681800 0.10 -0.05 0.14 0.0009
O -0.164431 -2.988307 3.435349 -0.30 0.17 0.08 0.0021
H 0.763787 -3.243499 3.379722 0.06 -0.05 -0.01 -0.0002
H -0.672869 -3.783338 3.215527 0.17 0.10 0.02 0.0001
C -0.031658 -1.511127 -0.578050 0.52 -2.16 1.34 0.0000
C -0.019416 -1.029090 -1.974775 1.05 -0.28 -0.99 -0.0003
As 1.045483 0.574028 -2.429110 0.54 -0.75 -0.51 0.0002
C 0.552427 0.380866 -4.314514 0.45 0.60 0.37 -0.0002
C -0.768422 0.302162 -4.696817 -1.06 0.56 -0.71 0.0000
C -1.141771 0.689122 -6.000680 -2.31 -0.80 1.70 0.0000
C -0.234030 0.746858 -6.992475 2.07 -0.53 -0.51 0.0001
C 1.130180 0.644521 -6.647669 1.16 1.69 0.70 -0.0001
C 1.516403 0.665618 -5.282402 -0.30 -0.34 -1.19 0.0001
C 2.768186 -0.373288 -2.554490 0.03 0.67 0.35 0.0004
C 3.894490 0.239182 -1.964776 0.05 -0.37 0.23 0.0000
C 5.098622 -0.461732 -1.897037 -0.12 -0.21 -0.11 0.0000
C 5.210476 -1.755273 -2.441874 -0.03 1.45 -0.47 -0.0001
C 4.130598 -2.268018 -3.161305 0.31 -0.29 -0.10 0.0001
C 2.874498 -1.595832 -3.208404 2.21 -0.37 0.69 -0.0003
P -0.939887 -0.550722 0.727956 -0.83 1.42 -1.68 0.0086
C -1.772507 0.930033 -0.153487 -0.23 0.09 -0.20 -0.0056
C -1.133510 2.169779 -0.480713 -1.02 -0.33 -0.08 -0.0010
C -1.848121 3.116622 -1.260458 0.14 0.01 0.90 0.0001
C -3.122234 2.839502 -1.747142 -0.12 -0.11 -0.50 0.0000
C -3.727166 1.609314 -1.483238 0.37 0.83 -0.27 0.0003
C -3.096361 0.728250 -0.621008 -0.09 -0.83 -0.04 -0.0018
C 0.352210 0.361317 1.565799 1.87 -0.66 0.30 -0.0167
C -0.042395 1.201774 2.605562 1.01 0.76 -0.48 0.0061
C 0.826164 1.624253 3.610971 0.16 0.54 -0.12 -0.0036
C 2.177666 1.281071 3.604021 -0.50 -1.11 -1.42 0.0017
C 2.597581 0.530689 2.488562 -0.19 -0.58 -0.50 -0.0068
C 1.732170 0.046131 1.486144 -0.72 1.12 1.38 0.0105
H 1.004096 -1.678165 -0.229316 -0.36 0.26 0.07 0.0002
H -0.395827 -2.583377 -0.566213 -0.18 1.16 0.14 -0.0001
H -0.991709 -0.689225 -2.211740 -1.21 -0.13 -0.72 -0.0002
H 0.354316 -1.859853 -2.651223 -0.84 1.05 0.73 0.0000
H -1.603992 -0.036905 -4.073938 0.51 0.53 0.25 0.0000
H -2.229972 0.887105 -6.152409 1.00 -0.54 -0.24 0.0000
H -0.537146 0.739040 -8.016778 -0.07 0.54 -0.50 0.0000
H 1.947806 0.904340 -7.362743 -0.98 -0.71 0.30 0.0000
H 2.557939 0.865460 -4.988611 -0.52 -0.26 -0.31 0.0000
H 3.867995 1.268049 -1.553008 -0.25 -0.75 -0.30 0.0000
H 5.962828 0.036311 -1.472611 0.02 -0.14 0.05 0.0000
H 6.209981 -2.208323 -2.507658 -0.68 -0.05 0.23 0.0000
H 4.432277 -3.178988 -3.710014 -1.12 0.39 0.15 0.0000
H 2.054372 -2.003215 -3.755441 -0.35 -0.26 -0.35 0.0000
H -0.134068 2.429275 -0.112744 -0.42 -0.26 -0.24 -0.0007
H -1.463973 4.132567 -1.411999 0.20 -0.61 -0.03 0.0000
H -3.668611 3.566342 -2.373450 0.53 -0.37 0.42 0.0000
H -4.658151 1.384374 -2.006177 0.09 -0.11 0.61 0.0000
H -3.709371 -0.151476 -0.366594 0.80 0.09 0.02 0.0006
H -1.032071 1.611347 2.500881 -0.66 0.32 0.37 0.0075
H 0.450195 2.316954 4.338059 -0.10 0.24 0.44 -0.0004
H 2.865873 1.540836 4.384361 0.11 0.27 0.18 0.0001
H 3.609132 0.196009 2.314187 0.39 0.38 0.53 -0.0002
H 2.162770 -0.524056 0.681602 -0.02 -0.11 -0.10 0.0006
```
Forces are in eV/Å.

Values from the calculation:
Highest occupied orbital energy (spin up / spin down)   -12.31 / -12.31 eV
Kohn-Sham gap (spin up / spin down)   5.67 / 5.72 eV
Charge   +2
Multiplicity   8



No. 2
Here is a molecular structure, C32H32Br2N4V from OMol25. Energies are from wB97M-V/def2-TZVPD.

Structure (XYZ):
```
71
Properties=species:S:1:pos:R:3:forces:R:3:mulliken_spin:R:1
V -0.668402 -0.198862 0.726039 1.40 2.36 -1.64 1.9615
C -1.113421 -2.298872 1.246289 -1.76 1.27 0.91 -0.0555
C -2.393157 -1.703143 0.910944 0.53 -0.15 0.84 0.0085
C -2.692711 -0.624479 1.808035 1.41 -0.68 0.51 0.0918
C -1.576897 -0.495896 2.709004 -0.35 -2.35 -0.67 -0.0105
C -0.573874 -1.537669 2.334032 -2.14 -0.22 1.57 -0.1255
C 0.450777 -2.049846 3.302094 0.80 0.14 0.49 0.0148
C -1.576079 0.190722 4.033966 0.53 0.27 -0.01 0.0141
C -4.010052 0.109611 1.915449 0.22 -1.78 -0.49 -0.0032
C -3.444043 -2.301765 0.025676 0.28 1.36 0.27 0.0133
C -0.672575 -3.644459 0.832154 1.27 -1.31 0.77 0.0042
H -0.041059 -2.680726 4.079969 0.19 0.22 -0.64 0.0006
H 0.973466 -1.254595 3.889688 -0.33 -0.46 -0.78 -0.0009
H 1.217830 -2.664224 2.787957 -0.35 0.37 0.37 -0.0009
H -2.126855 -0.418911 4.778915 -0.06 0.47 -0.46 -0.0004
H -1.950316 1.227760 3.966944 0.02 -0.50 0.29 -0.0011
H -0.544389 0.217203 4.396207 -0.16 0.31 0.00 0.0004
H -4.762621 -0.615713 2.355684 0.62 0.94 -0.61 -0.0003
H -4.325333 0.472097 0.931017 -0.19 -0.03 0.30 0.0014
H -3.867135 0.914435 2.587418 -0.20 0.95 0.64 0.0012
H -4.094676 -2.854758 0.705010 -0.19 -0.24 -0.31 -0.0020
H -2.977163 -2.952577 -0.704093 -0.42 -0.05 -0.32 0.0027
H -4.020126 -1.447500 -0.403783 0.28 -1.00 -0.17 -0.0029
H -1.186729 -4.396663 1.504225 0.46 0.66 -0.73 0.0026
H 0.438868 -3.783930 1.035144 -1.32 0.15 -0.49 0.0015
H -0.899491 -3.927680 -0.201219 0.10 0.15 0.18 -0.0031
Br -0.291557 6.187133 -1.184828 0.15 -0.36 -0.02 0.0042
C -0.693619 4.396834 -0.721241 -0.59 -1.40 -0.67 0.0994
C -1.471192 4.158662 0.441565 -0.60 1.38 1.98 0.0873
C -1.796419 2.880213 0.824561 0.47 -0.02 -0.97 -0.0041
N -1.436942 1.801472 0.064108 -0.57 -0.75 1.33 0.2076
C -0.902967 2.026481 -1.157923 1.14 -0.87 -1.96 0.2334
C -0.465726 3.307092 -1.553743 -0.14 1.67 0.55 -0.0544
C -0.721884 0.875371 -2.070462 -0.75 1.79 1.11 0.1066
C -0.588472 1.014964 -3.474168 -0.40 -1.12 0.00 0.0205
C -0.795924 -0.102896 -4.267607 0.15 1.09 1.79 0.0614
Br -0.916941 0.115441 -6.092751 0.06 -0.10 -0.98 0.0049
C -1.012479 -1.344875 -3.648645 0.09 -1.18 0.78 0.1680
C -1.005449 -1.426241 -2.250630 0.18 0.68 -1.21 -0.0280
N -0.921338 -0.337097 -1.483677 0.20 -0.59 0.89 0.0963
H -1.777697 5.014731 1.132509 0.47 -1.26 -1.22 0.0158
H -2.403805 2.725118 1.728257 0.53 -0.20 -0.40 0.0228
H 0.016177 3.452744 -2.509540 0.10 -0.03 0.04 0.0045
H -0.474469 1.990017 -3.902012 0.07 0.21 -0.22 0.0019
H -1.136777 -2.263434 -4.216699 0.05 0.28 -0.01 0.0159
H -1.019845 -2.388247 -1.742409 -0.27 0.18 -0.15 -0.0050
C 2.009206 -1.646885 -0.913619 0.10 0.19 0.48 0.0408
N 1.404593 -0.835354 0.139609 -0.33 0.36 0.01 -0.0589
C 2.308608 -0.310285 0.891659 1.37 0.14 -0.48 0.0147
C 2.020588 0.656146 1.862218 0.64 1.48 1.26 0.0156
C 2.930969 1.527494 2.579043 -0.44 -1.25 -1.35 0.0241
C 2.148263 2.541504 3.079611 0.80 1.26 1.65 -0.0112
C 0.816278 2.243233 2.792969 -0.96 -1.07 -1.06 0.0274
N 0.714224 1.111357 2.015919 0.79 0.39 0.03 -0.0340
C 2.696115 -0.890077 -2.029350 -0.77 2.16 -0.98 -0.0175
C 3.166042 -1.535302 -3.164607 0.14 -1.55 0.21 0.0021
C 3.962590 -0.984801 -4.140185 -0.93 1.73 -0.08 0.0007
C 4.122076 0.408756 -4.127538 -0.27 0.10 0.49 -0.0007
C 3.576726 1.161170 -3.064567 -0.15 -1.42 -0.14 0.0102
C 2.802407 0.533665 -2.070885 0.24 -0.53 0.57 0.0159
H 1.233227 -2.291736 -1.262491 -0.21 -0.72 -0.61 -0.0012
H 2.800324 -2.230205 -0.418575 -0.27 -0.33 -0.31 0.0024
H 3.378198 -0.548189 0.592787 -1.00 0.38 0.95 -0.0006
H 4.016938 1.436800 2.667291 -0.50 -0.03 -0.19 0.0010
H 2.579595 3.399240 3.679947 -0.98 -1.13 -0.79 -0.0003
H -0.094671 2.764289 3.092332 0.45 -0.03 -0.15 0.0062
H 2.875310 -2.552489 -3.411897 0.08 -0.32 0.78 -0.0001
H 4.233546 -1.631391 -4.954493 0.30 0.18 -0.35 -0.0001
H 4.508771 0.950915 -4.983196 0.53 -0.16 0.19 -0.0002
H 3.802456 2.207657 -2.983224 -0.36 0.41 -0.22 0.0002
H 2.241117 1.151467 -1.336213 0.77 -0.50 -0.35 -0.0078
```
Forces are in eV/Å.

Values from the calculation:
Highest occupied orbital energy (spin up / spin down)   -4.94 / -7.53 eV
Kohn-Sham gap (spin up / spin down)   5.35 / 7.47 eV
Multiplicity   4
Energy above the lowest of the compared OMol25 structures with the same formula, charge and spin   0.000 eV



No. 3
Here is a molecular structure, C32H32CoN7O5 from OMol25. Energies are from wB97M-V/def2-TZVPD.

Structure (XYZ):
```
77
Properties=species:S:1:pos:R:3:forces:R:3:mulliken_spin:R:1
Co 1.460530 0.033966 1.410357 0.17 0.10 0.98 0.9611
C 0.446630 -2.791634 2.636257 0.02 -0.05 -0.11 0.0046
N 1.120130 -1.577534 3.094257 0.01 0.10 0.22 0.0630
C 2.395930 -1.920434 3.713557 0.19 0.09 0.12 -0.0005
C 0.220030 -0.861134 3.968857 -0.22 0.22 0.00 0.0013
C -0.073570 -1.306734 5.242257 -0.06 0.03 -0.03 0.0050
C -1.053570 -0.692334 6.005857 -0.11 -0.10 0.21 0.0005
C -1.829570 0.299366 5.429257 -0.02 -0.04 0.12 0.0000
C -1.536370 0.764066 4.166157 -0.08 -0.09 -0.10 -0.0013
C -0.413470 0.295266 3.458057 -0.03 -0.10 0.21 -0.0273
N 0.062730 0.869566 2.314057 -0.97 0.01 0.10 -0.0280
C -0.058370 2.215566 2.089357 -0.05 0.35 -0.03 -0.0088
C -0.385770 3.165366 3.076757 0.05 -0.04 -0.05 -0.0023
C -0.533370 4.499466 2.765657 0.00 0.10 -0.01 0.0006
C -0.285270 4.962366 1.484657 0.03 0.16 -0.12 -0.0002
C 0.158430 4.065366 0.527657 -0.02 -0.03 0.06 0.0050
C 0.267730 2.716566 0.808157 -0.06 0.02 0.35 -0.0083
N 0.703730 1.779266 -0.198543 0.05 0.48 -0.05 0.0560
C -0.324970 1.657366 -1.223543 0.04 -0.09 0.05 0.0016
C 1.986030 2.138166 -0.790443 0.18 0.06 0.03 0.0090
H 0.345130 -3.531534 3.444357 0.04 0.07 0.01 0.0011
H -0.552170 -2.549434 2.279957 0.01 -0.01 -0.03 0.0012
H 1.013030 -3.239834 1.821457 0.08 -0.07 -0.10 -0.0015
H 2.301130 -2.723134 4.460357 -0.04 -0.03 -0.07 0.0001
H 3.084330 -2.241634 2.932957 0.06 -0.05 -0.02 0.0007
H 2.787830 -1.030034 4.198557 0.07 -0.05 -0.07 -0.0013
H 0.471630 -2.140734 5.658457 0.11 -0.12 0.00 0.0004
H -1.231470 -1.003834 7.024157 -0.04 -0.10 0.08 -0.0002
H -2.658470 0.728066 5.978557 -0.05 0.00 0.01 -0.0001
H -2.169270 1.513866 3.712957 0.09 0.10 0.03 0.0000
H -0.486570 2.847366 4.103857 -0.06 0.03 -0.06 0.0000
H -0.833270 5.193866 3.538257 0.04 0.06 0.11 0.0000
H -0.402870 6.006566 1.237157 0.02 0.12 0.01 -0.0001
H 0.437330 4.424766 -0.453043 -0.04 0.02 -0.13 0.0007
H -0.439870 2.592466 -1.789743 -0.02 0.02 -0.02 0.0042
H -0.070570 0.863066 -1.922543 0.08 -0.15 -0.09 0.0031
H -1.282070 1.418466 -0.761743 -0.02 0.00 0.02 -0.0012
H 2.304730 1.322966 -1.436843 0.08 -0.10 -0.15 -0.0070
H 1.955230 3.061366 -1.389843 -0.08 -0.03 0.01 -0.0003
H 2.719230 2.250666 0.006057 0.03 0.04 -0.02 -0.0029
C -4.905770 0.603266 -5.122043 -0.39 -0.10 -0.08 0.0041
O -3.566970 0.980266 -4.955143 0.70 -0.35 -0.08 0.0214
C -2.601370 -0.000034 -5.072443 -0.11 0.27 0.21 0.1646
C -2.797670 -1.257434 -5.643943 -0.39 0.25 0.01 -0.0799
C -1.784370 -2.189534 -5.623143 0.34 -0.08 0.13 0.1686
C -0.544670 -1.912234 -5.012643 -0.13 1.23 -0.52 -0.0151
C -0.331270 -0.595934 -4.530543 0.14 -0.28 -0.20 0.1853
C -1.345170 0.327366 -4.555643 -0.25 0.15 -0.05 -0.0839
N 0.342530 -2.919834 -4.909543 -0.81 -1.74 0.39 0.4696
N 1.427930 -2.887134 -4.231643 0.71 0.98 -0.37 0.5151
C 1.697730 -2.458534 -3.009443 -0.09 -0.45 0.07 0.0666
C 3.072930 -2.374934 -2.664443 0.25 0.19 0.08 0.1752
C 3.526430 -1.846534 -1.486143 -0.11 -0.02 -0.01 -0.0895
C 2.613830 -1.334834 -0.540343 0.61 0.31 0.62 0.1997
O 2.933630 -0.753634 0.569557 0.77 -0.58 -1.05 0.1924
C 1.231230 -1.475534 -0.817843 -0.75 -0.28 -0.24 0.0661
N 0.427830 -0.995234 0.174157 -0.63 -0.62 -0.88 0.0285
C -0.876970 -1.170434 0.057457 0.26 0.05 0.34 -0.0509
C -1.442370 -1.877334 -0.994443 0.18 -0.33 -0.64 0.0798
C -0.640170 -2.342934 -2.027043 -0.54 0.08 0.49 -0.0290
C 0.730630 -2.105334 -1.987743 0.35 0.16 0.47 -0.0039
H -5.499770 1.449866 -4.779143 -0.01 -0.05 -0.08 0.0003
H -5.166070 -0.272934 -4.517343 0.09 0.02 -0.02 -0.0024
H -5.153070 0.392966 -6.169843 0.05 0.02 0.06 0.0012
H -3.745070 -1.520434 -6.096543 -0.02 0.03 0.04 -0.0034
H -1.939370 -3.173934 -6.040243 0.02 -0.08 -0.02 -0.0031
H 0.643030 -0.332734 -4.140243 -0.04 0.04 0.06 0.0008
H -1.204370 1.322066 -4.157443 0.03 0.07 0.05 -0.0067
H 3.776630 -2.704934 -3.413143 0.04 -0.07 -0.09 -0.0074
H 4.584430 -1.777534 -1.283743 0.08 0.03 0.06 -0.0027
H -1.491570 -0.760834 0.847857 0.04 0.10 0.10 -0.0065
H -2.505170 -2.058734 -1.011543 -0.11 0.03 0.02 0.0068
H -1.081670 -2.905334 -2.832743 -0.02 -0.02 -0.10 0.0106
O 2.552730 1.110166 4.320057 -0.48 -0.49 0.85 -0.0004
N 3.000830 1.719366 3.362957 -0.06 0.04 0.02 0.0001
O 3.734630 2.680266 3.480757 0.57 0.75 0.07 -0.0011
O 2.705330 1.343966 2.191357 0.20 -0.17 -1.18 0.0013
```
Forces are in eV/Å.

Values from the calculation:
Highest occupied orbital energy (spin up / spin down)   -3.83 / -3.82 eV
Kohn-Sham gap (spin up / spin down)   6.07 / 4.87 eV
Charge   -1
Multiplicity   4



Sequential max |F| output: 3.5; 3.2; 2.0 eV Å⁻¹